[1]
A 9-piece molecular cluster, C20H56F6O16PS8 overall, computed with ωB97M-V with the def2-TZVPD basis set.

Frontier orbital gap in eV: 9.126
LUMO level in eV: 1.9
DFT total energy in Ha: -6125.431190
Charge: -1
ΔE to the lowest compared entry with this formula, charge and spin in kcal per mole: 153.5

XYZ file:
```
107
Properties=species:S:1:pos:R:3:lowdin_charge:R:1
P 0.5563 0.3080 1.0963 0.183
F -0.5714 -0.1332 2.2188 -0.191
F 1.6123 0.9210 2.1806 -0.203
F 1.3172 -1.2186 1.3354 -0.253
F 1.7045 0.6791 0.0462 -0.193
F -0.2312 -0.2358 -0.1974 -0.173
F -0.0770 1.7651 0.9265 -0.169
O -0.5052 5.8301 6.3286 -0.313
S -0.0384 4.6454 7.0659 0.640
O 0.2946 4.5895 8.4510 -0.292
O -1.1725 3.4762 6.9278 -0.303
C -1.9098 3.3953 5.6137 -0.178
C -3.1919 4.2632 5.8788 -0.090
C 1.3572 3.7958 6.1665 -0.092
H -2.4205 2.4325 5.6287 0.110
H -1.3692 3.5998 4.6896 0.124
H -3.9033 4.0496 5.0810 0.069
H -2.9516 5.3259 5.9107 0.058
H -3.7387 4.0755 6.8029 0.075
H 2.3011 4.0873 6.6271 0.058
H 1.4858 4.3411 5.2315 0.060
H 1.1570 2.7253 6.1221 0.073
O -3.6110 -3.3613 -7.2717 -0.297
S -4.7359 -3.0436 -6.4173 0.686
O -6.0392 -3.7544 -6.5214 -0.323
O -4.1493 -3.2880 -4.8568 -0.287
C -4.8823 -3.6851 -3.7057 -0.285
C -4.1215 -3.3612 -2.3896 -0.049
C -4.9010 -1.2308 -6.3800 -0.101
H -5.1460 -4.7385 -3.6109 0.113
H -5.7873 -3.0837 -3.7912 0.109
H -4.7063 -3.5038 -1.4809 0.080
H -3.9455 -2.2944 -2.5282 0.071
H -3.2340 -3.9935 -2.3623 0.077
H -3.8700 -0.9309 -6.5678 0.069
H -5.5125 -0.8952 -5.5424 0.076
H -5.4378 -1.0626 -7.3135 0.061
O 1.5145 -6.3618 -4.2826 -0.270
S 2.6285 -5.5183 -4.0779 0.668
O 3.9996 -6.0643 -4.1690 -0.331
O 2.5405 -4.0735 -4.9432 -0.303
C 3.3022 -3.7919 -6.1053 -0.256
C 4.4091 -2.9324 -5.5298 -0.076
C 2.5350 -4.7843 -2.3867 -0.099
H 2.6639 -3.2601 -6.8108 0.123
H 3.6100 -4.7785 -6.4518 0.113
H 4.1191 -2.4696 -4.5864 0.082
H 4.8270 -2.2801 -6.2965 0.076
H 5.1761 -3.5014 -5.0044 0.072
H 2.3781 -5.5817 -1.6603 0.065
H 1.6747 -4.1174 -2.3291 0.072
H 3.4880 -4.3344 -2.1083 0.066
O 7.2682 3.0761 -2.8049 -0.327
S 6.8226 1.7326 -3.2864 0.738
O 5.6486 1.6129 -4.1721 -0.318
O 8.1019 0.8459 -3.8924 -0.276
C 8.6334 1.2497 -5.0697 -0.353
C 9.7063 0.2347 -5.3737 -0.062
C 6.5022 0.6401 -1.7669 -0.071
H 9.0399 2.2605 -5.0345 0.125
H 7.8414 1.2613 -5.8184 0.118
H 9.6988 0.1875 -6.4627 0.080
H 9.5415 -0.7942 -5.0538 0.081
H 10.6348 0.4704 -4.8538 0.080
H 7.5180 0.3047 -1.5576 0.050
H 5.9261 -0.2593 -1.9844 0.065
H 6.0779 1.2632 -0.9796 0.070
C 0.9976 -3.3695 6.9842 -0.287
S 0.5716 -4.1405 8.5876 0.863
O -0.9068 -4.5319 8.4653 -0.594
C 1.5593 -5.6224 7.9950 -0.268
H 1.9355 -2.8291 7.1125 0.048
H 0.2667 -2.5926 6.7597 0.054
H 1.1441 -4.0237 6.1248 0.054
H 1.1690 -5.9288 7.0245 0.052
H 1.9248 -6.3271 8.7418 0.044
H 2.4966 -5.2410 7.5900 0.033
C -8.2468 -3.0912 5.4067 -0.279
S -6.9180 -4.2826 4.9071 0.843
O -7.2999 -4.7272 3.4782 -0.593
C -5.4538 -3.0769 4.8052 -0.231
H -8.3165 -2.1790 4.8141 0.046
H -8.3253 -2.7710 6.4456 0.046
H -9.2042 -3.5274 5.1217 0.040
H -5.0546 -2.8512 5.7940 0.043
H -5.8602 -2.1240 4.4663 0.034
H -4.6568 -3.3873 4.1295 0.052
C 0.8167 7.1717 -1.2019 -0.234
S 0.2782 8.7697 -2.1120 0.868
O -0.5799 9.5949 -1.1001 -0.625
C 2.0113 9.6243 -1.9976 -0.244
H 0.2885 6.9533 -0.2737 0.051
H 1.8562 7.2525 -0.8842 0.031
H 0.7222 6.3007 -1.8504 0.036
H 2.6821 9.0499 -2.6365 0.033
H 2.3283 9.6907 -0.9568 0.049
H 2.0941 10.5775 -2.5198 0.035
C -3.5280 2.2932 -2.5855 -0.246
S -5.1906 2.2404 -1.7240 0.816
O -5.8113 0.9353 -2.1402 -0.603
C -4.5651 2.0789 0.0182 -0.240
H -3.4743 2.5850 -3.6343 0.041
H -3.0086 1.3358 -2.5436 0.052
H -2.9248 3.0273 -2.0513 0.038
H -3.7577 1.3467 0.0251 0.057
H -5.4055 2.0122 0.7092 0.048
H -4.1076 3.0572 0.1659 0.037
```

***

[2]
C20H26BN7OPbS as an isolated structure, computed with ωB97M-V with the def2-TZVPD basis set.

Frontier orbital gap in eV: 7.974
LUMO level in eV: 0.6
DFT total energy in Ha: -1852.237916
Charge: 0
ΔE to the lowest compared entry with this formula, charge and spin in kcal per mole: 7.5

XYZ file:
```
57
Properties=species:S:1:pos:R:3:lowdin_charge:R:1
Pb -0.0961 -0.9010 -1.2284 1.258
C -1.3290 -3.8007 0.8051 -0.033
C -1.6544 -2.5020 1.4525 -0.346
C -2.3109 -2.2283 2.6546 0.020
C -2.3164 -0.8460 2.7599 -0.269
C -2.8862 -0.0239 3.8597 -0.020
N -1.6951 -0.3477 1.6724 0.024
N -1.2958 -1.3565 0.8883 -0.051
B -1.3579 1.1080 1.3182 -0.517
N -1.9958 1.5253 -0.0227 0.028
N -1.6735 0.9483 -1.1922 -0.054
C -2.3369 1.5648 -2.1634 -0.342
C -2.2137 1.1735 -3.5911 -0.026
C -3.1164 2.5796 -1.6064 0.018
C -2.8711 2.5258 -0.2454 -0.267
C -3.4432 3.4070 0.8075 -0.019
N 0.1792 1.2460 1.2008 0.031
N 0.9520 0.5929 0.3118 -0.017
C 2.2184 0.9574 0.5134 -0.318
C 3.3734 0.4503 -0.2699 -0.023
C 2.2631 1.8728 1.5637 0.021
C 0.9519 2.0316 1.9719 -0.266
C 0.4465 2.9095 3.0600 -0.019
H -1.6105 -4.6303 1.4472 0.077
H -0.2611 -3.8366 0.5993 0.069
H -1.8515 -3.8949 -0.1463 0.079
H -2.7128 -2.9309 3.3574 0.105
H -3.3704 -0.6795 4.5791 0.080
H -3.6205 0.6850 3.4815 0.078
H -2.1039 0.5359 4.3703 0.078
H -1.7488 1.8219 2.1683 0.108
H -1.4513 0.4079 -3.7059 0.038
H -1.9374 2.0372 -4.1914 0.085
H -3.1624 0.7929 -3.9658 0.084
H -3.7608 3.2607 -2.1228 0.107
H -4.1477 4.0964 0.3495 0.081
H -2.6605 3.9865 1.2951 0.079
H -3.9632 2.8250 1.5660 0.079
H 3.0305 -0.2090 -1.0556 0.004
H 4.0623 -0.0957 0.3740 0.091
H 3.9211 1.2742 -0.7264 0.092
H 3.1292 2.3512 1.9733 0.110
H 1.2773 3.4421 3.5154 0.082
H -0.0542 2.3218 3.8265 0.078
H -0.2602 3.6382 2.6682 0.079
O 1.7314 -2.6019 -1.2327 -0.325
N 2.7473 -2.5386 -2.0451 -0.245
C 3.7407 -3.4254 -1.8449 -0.029
C 4.8627 -3.4628 -2.6297 -0.064
C 4.9692 -2.5567 -3.6858 -0.075
C 3.9516 -1.6587 -3.8881 -0.105
C 2.8231 -1.6230 -3.0570 -0.696
S 1.6202 -0.4332 -3.3288 0.522
H 3.5640 -4.0938 -1.0156 0.134
H 5.6335 -4.1873 -2.4280 0.102
H 5.8348 -2.5646 -4.3289 0.105
H 3.9859 -0.9407 -4.6929 0.098
```

***

[3]
C3H7N2S as an isolated structure, computed with ωB97M-V with the def2-TZVPD basis set.

Frontier orbital gap in eV: 9.692
LUMO level in eV: -4.0
DFT total energy in Ha: -625.850436
Charge: +1
ΔE to the lowest compared entry with this formula, charge and spin in kcal per mole: 76.4

XYZ file:
```
13
Properties=species:S:1:pos:R:3:lowdin_charge:R:1
C -1.5622 0.8045 0.3173 -0.187
C -2.5566 -0.2798 0.1354 -0.370
C 2.6915 -0.5227 -0.2018 0.024
N -0.5194 0.1156 0.1881 -0.295
N 1.8758 0.4548 -0.2095 0.065
S -1.1565 -1.4337 0.0286 0.975
H -1.6462 1.8412 0.2537 0.124
H -3.1102 -0.1282 -0.9034 0.151
H 2.3629 -1.5742 -0.0609 0.101
H 3.7960 -0.4049 -0.0430 0.120
H 0.6671 0.4062 0.1368 0.018
H -3.3682 -0.5322 0.8834 0.118
H 2.5261 1.2535 -0.5246 0.158
```

***

[4]
C41H31IrNO8P2 as an isolated structure, computed with ωB97M-V with the def2-TZVPD basis set.

Frontier orbital gap in eV: 6.931
LUMO level in eV: -3.0
DFT total energy in Ha: -3024.590957
Charge: +1
ΔE to the lowest compared entry with this formula, charge and spin in kcal per mole: 5.1

XYZ file:
```
84
Properties=species:S:1:pos:R:3:lowdin_charge:R:1
Ir 0.9220 -0.2336 0.7870 1.478
O 0.6217 -1.6151 -0.6797 -0.444
P -0.6825 -2.3449 -0.9851 0.789
C -1.8301 -1.1445 -1.7290 -0.272
P -2.2421 0.1538 -0.5277 0.781
O -1.0755 0.3456 0.4200 -0.447
C -3.6750 -0.3178 0.4148 -0.297
C -3.5518 -0.4685 1.7932 -0.064
C -4.6706 -0.8001 2.5438 -0.058
C -5.8976 -0.9755 1.9206 -0.058
C -6.0192 -0.8215 0.5434 -0.062
C -4.9092 -0.4873 -0.2125 -0.072
C -2.6110 1.6485 -1.4282 -0.278
C -2.8236 2.7895 -0.6476 -0.063
C -3.0147 4.0159 -1.2569 -0.057
C -2.9945 4.1116 -2.6441 -0.055
C -2.7977 2.9818 -3.4218 -0.060
C -2.6057 1.7477 -2.8163 -0.069
C -0.4205 -3.6102 -2.2055 -0.275
C -0.6415 -4.9549 -1.9139 -0.056
C -0.4351 -5.9120 -2.8968 -0.055
C -0.0095 -5.5298 -4.1596 -0.053
C 0.2345 -4.1912 -4.4467 -0.058
C 0.0335 -3.2309 -3.4728 -0.067
C -1.5025 -3.0534 0.4290 -0.313
C -2.8058 -3.5427 0.2957 -0.091
C -3.4475 -4.0926 1.3892 -0.059
C -2.7933 -4.1597 2.6157 -0.051
C -1.4957 -3.6911 2.7475 -0.042
C -0.8413 -3.1424 1.6513 -0.055
H -2.7106 -1.6489 -2.1302 0.090
H -1.2824 -0.6704 -2.5470 0.070
H -2.5879 -0.3274 2.2658 0.113
H -4.5829 -0.9176 3.6159 0.115
H -6.7699 -1.2266 2.5102 0.113
H -6.9810 -0.9509 0.0652 0.112
H -5.0067 -0.3501 -1.2847 0.115
H -2.8337 2.7122 0.4339 0.118
H -3.1777 4.8988 -0.6535 0.113
H -3.1341 5.0735 -3.1194 0.114
H -2.7878 3.0593 -4.5006 0.113
H -2.4662 0.8732 -3.4393 0.100
H -0.9703 -5.2549 -0.9278 0.109
H -0.6041 -6.9569 -2.6730 0.115
H 0.1434 -6.2793 -4.9251 0.115
H 0.5849 -3.9009 -5.4281 0.114
H 0.2445 -2.1905 -3.6918 0.112
H -3.3183 -3.5007 -0.6592 0.118
H -4.4565 -4.4705 1.2887 0.116
H -3.2998 -4.5903 3.4701 0.115
H -0.9785 -3.7598 3.6954 0.120
H 0.1855 -2.8135 1.7598 0.088
O 3.7157 -1.9524 3.1844 0.108
C 3.4047 -1.2435 2.2622 -0.527
O 2.1649 -1.3470 1.7414 -0.236
C 4.3214 -0.2190 1.6805 -0.142
C 5.3003 0.2883 2.5231 -0.004
C 6.2189 1.2464 2.0844 0.033
C 6.1253 1.6349 0.7733 -0.211
O 6.9073 2.5284 0.1029 0.044
C 6.4388 2.5346 -1.2499 -0.111
O 5.3226 1.6464 -1.3311 0.030
C 5.1706 1.1124 -0.0807 -0.210
C 4.2530 0.1870 0.3345 0.044
H 5.3390 -0.0797 3.5388 0.124
H 6.9790 1.6505 2.7382 0.125
H 7.2331 2.1863 -1.9107 0.139
H 6.1229 3.5425 -1.5201 0.136
H 3.5407 -0.2316 -0.3621 0.118
O 2.3198 2.5709 -1.5688 0.155
C 2.0790 2.6223 -0.4023 -0.366
N 1.5382 1.5989 0.4077 -0.015
C 1.3703 2.0054 1.6555 -0.411
O 0.9186 1.0920 2.4029 -0.022
C 1.8010 3.4006 1.8287 -0.078
C 1.8366 4.2552 2.9073 0.018
C 2.3534 5.5310 2.6822 -0.047
C 2.8030 5.9119 1.4233 -0.043
C 2.7535 5.0370 0.3360 0.015
C 2.2497 3.7789 0.5635 -0.073
H 1.4813 3.9520 3.8827 0.127
H 2.4093 6.2360 3.5008 0.113
H 3.2030 6.9077 1.2852 0.113
H 3.0966 5.3331 -0.6465 0.128
```